[1]
Formula: C6H8
Source: OMol25
Level of theory: ωB97M-V with the def2-TZVPD basis set

The HOMO energy comes out at -0.311 Ha. The energy relative to the best compared isomer or geometry (same formula, charge and spin) is 360.7 kJ/mol. The value obtained for the molar mass is 80.1 g/mol. The SMILES is C[C@@H]1CC12C=C2. The net charge is 0. The spin multiplicity is 1.

Each line ends with the natural charge from an NBO analysis.
Geometry (Å):
H1 -2.2517 -1.3844 1.2680  0.2275
C1 -0.7129 0.2449 -0.0288  -0.0566
C2 0.6691 0.2840 -0.5065  -0.2412
H2 1.3790 -1.0161 0.9582  0.2048
C3 -1.7739 -0.6768 0.6223  -0.1736
H3 2.7392 -0.4490 -0.0262  0.2044
C4 -2.0394 -0.1146 -0.5371  -0.1825
H4 -0.0008 2.2806 -0.0466  0.2080
H5 0.7122 0.5856 -1.6047  0.2068
C5 1.6174 -0.8062 -0.0357  -0.5993
H6 0.6388 1.4398 1.5172  0.2222
C6 0.1628 1.4085 0.5022  -0.4506
H7 1.5303 -1.7850 -0.6945  0.2104
H8 -2.6701 -0.0112 -1.3879  0.2198


[2]
Formula: C11H36O7
Source: OMol25
Level of theory: ωB97M-V with the def2-TZVPD basis set

The HOMO energy comes out at -0.350 Ha. The energy relative to the best compared isomer or geometry (same formula, charge and spin) is 283.2 kJ/mol. The value obtained for the molar mass is 280.4 g/mol. The SMILES is CC(C)O.CC(C)O.CO.CO.CO.CO.CO. The net charge is 0. The spin multiplicity is 1.

Each line ends with the natural charge from an NBO analysis.
Geometry (Å):
H1 26.8108 -16.4115 -3.6306  0.1687
H2 26.1541 -13.8296 -2.5375  0.2053
C1 23.4423 -14.9695 -2.1700  -0.6579
H3 26.6066 -20.1750 -4.1652  0.1804
H4 29.4907 -16.2284 -7.2496  0.1583
H5 24.9470 -12.7436 -2.8927  0.2057
H6 24.1675 -15.3350 -2.8970  0.1995
O1 29.2923 -22.0119 -0.5813  -0.7203
H7 26.3560 -18.5813 -3.6021  0.1601
H8 26.7706 -17.7464 -5.6100  0.4844
H9 29.5093 -16.6597 0.4367  0.1633
H10 30.4835 -13.7130 -0.5738  0.1623
H11 29.9785 -13.6073 -2.2184  0.1819
O2 25.0439 -14.8316 -0.2980  -0.7326
H12 27.2708 -16.2155 0.0660  0.4903
H13 28.0141 -17.2290 -2.6779  0.1829
H14 30.5069 -20.3148 -2.0148  0.2190
H15 30.9638 -12.3944 -1.4707  0.1671
H16 26.7064 -21.4024 -0.2388  0.2164
C2 29.8348 -19.9423 -1.2418  -0.6357
C3 30.0826 -13.0153 -1.3091  -0.2578
H17 28.6449 -17.8035 -6.9498  0.1947
H18 27.3033 -15.3969 -6.5644  0.4801
O3 26.4185 -16.8477 -1.6071  -0.7391
O4 27.6251 -16.0756 0.9472  -0.7484
C4 27.3373 -20.5394 -0.4514  -0.6396
H19 25.1215 -14.1780 0.4010  0.4866
H20 23.7321 -13.3913 -0.7407  0.1552
H21 26.7746 -19.7691 -0.9787  0.2184
C5 28.5373 -16.7565 -7.2332  -0.2388
H22 25.8874 -12.5304 -1.3883  0.2231
H23 29.5219 -19.0048 -1.7013  0.1988
H24 25.6683 -16.2557 -1.5158  0.4928
C6 28.6648 -20.9337 -1.1985  0.1023
C7 25.3816 -13.2507 -2.0312  -0.6348
H25 29.8105 -21.7076 0.1673  0.4637
O5 28.9103 -12.3779 -0.8353  -0.7274
H26 22.9072 -15.8308 -1.7701  0.2359
H27 22.6054 -14.5288 -2.7117  0.2326
O6 27.6717 -16.2456 -6.3083  -0.7423
C8 28.9888 -15.7464 0.7248  -0.2622
H28 27.8989 -15.5094 -2.5955  0.1700
H29 27.5682 -20.1417 0.5368  0.1986
C9 24.3333 -14.1154 -1.2906  0.0888
H30 28.2228 -21.1699 -2.1664  0.1740
H31 30.3580 -19.7398 -0.3072  0.2027
H32 29.4921 -15.1566 1.4909  0.1742
H33 27.8703 -18.9123 -4.1986  0.1459
H34 28.8549 -15.0049 -0.0628  0.1693
H35 28.1096 -16.6334 -8.2282  0.1641
C10 26.8256 -19.1366 -4.4140  -0.2544
C11 27.2919 -16.4130 -2.6525  -0.2708
O7 26.3645 -18.6163 -5.6082  -0.7308
H36 29.1131 -11.6403 -0.2552  0.4754


[3]
Formula: C35H23BrF9MoN3PS3
Source: OMol25
Level of theory: ωB97M-V with the def2-TZVPD basis set

The HOMO energy (spin up / spin down) comes out at -0.612 / -0.621 Ha. The value obtained for the molar mass is 959.6 g/mol. The net charge is +3. The spin multiplicity is 3.

Each line ends with the Löwdin charge.
Geometry (Å):
C1 13.6604 11.1097 13.0046  -0.0332
F1 16.0537 6.7175 18.0981  0.1799
H1 14.5031 7.4348 16.2548  0.1617
C2 13.2067 15.7082 14.3032  0.0276
C3 13.7646 17.8839 15.4357  -0.6391
C4 10.0236 11.1693 19.9726  -0.9166
C5 10.4255 14.8016 17.1214  0.0044
F2 11.1018 11.5919 9.1494  0.1620
F3 11.3888 9.4987 9.3843  0.1787
H2 12.7622 13.8083 13.3975  0.1135
F4 14.8708 18.3145 15.9829  0.2026
C6 8.1359 11.4385 21.4092  -1.0268
H3 7.0479 15.3303 16.9566  0.1541
H4 11.1144 12.2825 26.0216  0.1144
C7 13.1231 14.3230 14.2794  -0.0368
C8 11.9556 10.6837 9.6258  -0.5760
C9 9.1428 13.1028 25.8045  0.0070
F5 12.7725 18.2872 16.2359  0.1593
H5 11.3722 15.2317 17.3920  0.1189
F6 13.1162 10.7987 8.9660  0.1687
C10 11.3422 11.7440 13.1980  -0.1801
P1 12.7678 12.0053 15.4924  1.0203
H6 8.3887 17.5107 17.5893  0.1228
H7 16.1385 10.5637 18.8386  0.1782
N1 10.3893 11.6842 21.1020  0.0691
H8 9.3230 17.4227 16.0112  0.1361
C11 13.7615 16.3632 15.3642  -0.0669
N2 10.3100 13.4387 16.9963  -0.1229
H9 14.7002 11.1220 13.4181  0.1531
C12 9.1917 12.7861 16.8851  -0.3077
H10 11.4676 11.6936 23.6249  0.1424
C13 14.5649 11.2094 17.4426  -0.0786
H11 7.2562 13.8595 25.3780  0.1350
C14 13.7323 14.3197 16.6443  -0.0753
C15 9.2909 17.0362 17.0881  -0.0171
Br1 9.9381 9.8489 15.3156  0.3774
C16 12.1425 10.9211 11.1318  -0.0907
H12 13.8076 13.8003 17.5810  0.0982
C17 9.4639 12.4892 23.2129  -0.1654
S1 6.7501 11.3709 22.3588  0.9601
H13 14.3844 16.2560 17.3508  0.1256
C18 13.7486 10.7989 16.4068  -0.3793
C19 11.1245 11.4554 11.8652  0.0089
Mo1 10.7389 11.4574 16.7710  0.7800
C20 8.1346 13.4305 24.9492  -0.0262
F7 17.3994 8.3810 18.4386  0.1907
H14 9.1587 13.1385 26.8211  0.1008
H15 10.1901 17.3690 17.6006  0.0815
S2 8.2448 10.7923 19.8760  1.0864
H16 7.0856 12.9083 16.7147  0.1199
S3 11.2302 10.6341 18.8289  0.6621
C21 10.3671 12.5632 25.3457  0.0123
H17 14.6215 12.2011 17.7534  0.0716
C22 13.3676 10.7742 11.6938  0.0149
H18 12.9215 16.3386 13.4067  0.1659
C23 8.3023 13.0834 23.6415  -0.1532
C24 14.0465 15.6548 16.5570  0.0296
C25 15.3075 8.9068 17.6552  -0.0738
C26 7.9741 13.4828 16.8371  -0.0274
C27 8.0185 14.8237 16.8937  0.0355
F8 13.6309 18.4473 14.2491  0.1894
C28 15.3817 10.2726 18.0217  0.0446
N3 9.3163 11.8751 21.8766  -0.1226
C29 9.2471 15.5442 17.0291  -0.1881
H19 14.1948 10.3854 11.0208  0.1687
H20 13.1003 9.1881 15.1382  0.0960
H21 7.6433 13.6683 22.9381  0.1420
C30 16.1213 8.0109 18.4556  -0.6240
F9 15.6270 8.2246 19.6744  0.1726
H22 10.4993 12.2728 13.7597  0.1069
H23 10.1932 11.7123 11.3581  0.1483
C31 14.5064 8.5112 16.5712  0.0597
C32 12.5989 11.5323 13.7879  -0.4345
C33 13.3039 13.6793 15.4719  -0.3506
C34 10.5692 12.2139 24.0240  0.0331
C35 13.6697 9.4634 16.0037  -0.0791


What are the max |F| values for these records? In order: 3.5; 2.7; 3.6 eV Å⁻¹.